Below is a cluster of 10 separate species, C30H58N6O12 in total at a distorted geometry, with properties calculated with ωB97M-V/def2-TZVPD.

Calculated values
E_tot = -2408.99795 Ha
orbital gap = 9.49 eV
SMILES = COC(=O)OC.COC(=O)OC.COCCOCCOC.COCCOCCOC.CC#N.CC#N.CC#N.CC#N.CC#N.CC#N

```
! wB97M-V def2-TZVPD RIJCOSX def2/J DEFGRID3
* xyz 0 1
C -0.4205 -0.0766 -1.8387
O -0.3231 1.1800 -2.4140
C 0.4806 2.1101 -1.9793
O 1.2159 2.0355 -1.0148
O 0.2496 3.2302 -2.6715
C 0.8911 4.3992 -2.2388
H -0.4125 -0.8327 -2.6237
H -1.3822 -0.0794 -1.3257
H 0.3211 -0.2597 -1.0611
H 0.5320 4.6912 -1.2520
H 0.7689 5.2053 -2.9623
H 1.9706 4.2519 -2.2052
C -1.3439 -1.9111 -13.0761
O -0.4071 -1.6410 -12.0293
C -0.5522 -0.6473 -11.2210
O -1.2896 0.3155 -11.3817
O 0.2853 -0.8158 -10.1973
C 0.3733 0.2553 -9.2306
H -0.9235 -1.8275 -14.0782
H -2.2373 -1.2867 -13.0796
H -1.7578 -2.9131 -12.9636
H 0.5888 -0.1307 -8.2343
H -0.4980 0.9103 -9.2329
H 1.0770 1.0077 -9.5867
C -5.5023 -12.4013 6.6984
O -5.8516 -12.5907 5.4325
C -7.1493 -12.1430 4.9457
C -7.5140 -10.6666 5.2007
O -6.7738 -9.7210 4.4559
C -6.9438 -9.7270 2.9900
C -6.1243 -8.6481 2.2708
O -4.7666 -8.8832 2.3618
C -3.8956 -7.7722 2.0399
H -5.4757 -11.3477 6.9764
H -4.6292 -12.9864 6.9873
H -6.3089 -12.8770 7.2562
H -7.9344 -12.7807 5.3521
H -7.2035 -12.3427 3.8755
H -7.5003 -10.3489 6.2432
H -8.5184 -10.5460 4.7949
H -7.9723 -9.5366 2.6831
H -6.5510 -10.6803 2.6364
H -6.4827 -7.6882 2.6426
H -6.4215 -8.5849 1.2240
H -4.1185 -6.8200 2.5212
H -3.9444 -7.6229 0.9613
H -2.9117 -8.1421 2.3284
C 1.0151 6.7069 5.5814
O 2.0694 5.7789 5.4663
C 1.7139 4.5375 4.7644
C 2.9043 3.5832 4.8941
O 2.4963 2.3014 5.2982
C 2.2313 2.1711 6.6890
C 2.0164 0.6646 7.0559
O 0.8031 0.0133 6.6350
C 0.6787 -0.2457 5.2354
H 0.4791 6.8981 4.6517
H 1.4137 7.5962 6.0695
H 0.2132 6.2755 6.1804
H 1.4735 4.6808 3.7109
H 0.8189 4.1789 5.2729
H 3.7575 3.8161 5.5313
H 3.3836 3.4679 3.9220
H 1.4075 2.8002 7.0262
H 3.1202 2.6098 7.1424
H 2.0905 0.5121 8.1327
H 2.7805 0.1278 6.4936
H -0.2447 -0.8145 5.1269
H 1.4602 -0.9559 4.9650
H 0.6958 0.6780 4.6570
C 6.4960 -0.9590 1.8792
C 6.7998 -1.5604 3.2427
N 7.0904 -2.0785 4.2646
H 6.8179 -1.5751 1.0396
H 6.9789 0.0168 1.8269
H 5.4095 -0.8813 1.8413
C 4.7452 -3.1245 -6.2470
C 3.4461 -3.9066 -5.9686
N 2.4694 -4.4449 -5.7390
H 5.0237 -2.9134 -5.2145
H 4.6036 -2.2319 -6.8563
H 5.5794 -3.6283 -6.7353
C -4.7835 2.5274 0.4731
C -4.6882 1.2821 1.2066
N -4.6205 0.2573 1.8040
H -4.6572 2.5319 -0.6096
H -4.0967 3.2109 0.9723
H -5.7347 2.9745 0.7617
C 7.4653 5.8623 -4.4987
C 6.6956 4.6628 -4.9676
N 6.1542 3.7040 -5.2768
H 8.5326 5.6467 -4.5487
H 7.0377 6.1886 -3.5506
H 7.2100 6.6490 -5.2087
C -2.3432 11.7576 -6.1897
C -1.0411 11.1615 -6.3177
N -0.0097 10.6852 -6.5001
H -2.2940 12.4196 -5.3251
H -3.0798 10.9629 -6.0716
H -2.7045 12.2849 -7.0726
C 6.1727 10.7913 3.3412
C 5.6161 9.8867 2.3070
N 5.2247 9.1881 1.4998
H 5.7938 11.8125 3.3831
H 7.2602 10.8147 3.2724
H 5.9396 10.3294 4.3006
*
```

Here are the Mulliken charges for atoms 1 to 8, given in e: atom 1 (C): -0.6309, atom 2 (O): -0.3032, atom 3 (C): 0.8340, atom 4 (O): -0.5843, atom 5 (O): -0.3025, atom 6 (C): -0.6240, atom 7 (H): 0.2372, atom 8 (H): 0.2377